Below is a cluster of 12 separate species, C47H129N11O12 in total, with properties calculated with the ωB97M-V functional and the def2-TZVPD basis.

```
199
Properties=species:S:1:pos:R:3:forces:R:3
C 4.2780 4.9526 6.5078 0.63 -1.16 -0.25
O 5.3986 4.2817 5.9069 -0.55 0.04 -0.33
C 6.0005 5.0491 4.8831 0.31 1.22 1.28
C 7.3330 4.4543 4.4927 0.22 0.77 -1.16
C 8.0712 5.3285 3.4885 -0.05 1.19 -0.03
N 7.1273 3.1870 3.8729 -0.38 -1.43 -0.14
H 3.7047 5.5540 5.8022 0.14 0.12 -0.15
H 4.6417 5.5514 7.3429 -0.23 0.15 0.05
H 3.6442 4.1286 6.8354 -0.14 0.30 0.36
H 5.3249 5.2029 4.0417 -0.06 -0.41 -0.43
H 6.1387 6.0477 5.2978 0.30 0.46 0.03
H 8.0151 4.3395 5.3352 -0.35 -0.01 0.38
H 9.0019 4.8856 3.1340 0.05 0.00 0.40
H 8.2227 6.3172 3.9217 0.62 -0.01 0.28
H 7.5399 5.6196 2.5823 -0.64 -0.62 -0.13
H 6.3924 2.7398 4.4019 0.01 -0.62 0.25
H 6.6822 3.3510 2.9812 0.10 0.00 -0.45
C -6.8852 2.0488 -2.0230 0.13 0.34 1.26
O -6.3736 0.7600 -1.9729 1.42 -0.34 -0.08
C -7.0281 -0.1645 -2.7700 -0.90 -0.39 -0.61
C -6.3612 -1.5621 -2.6689 0.42 1.52 0.39
C -7.1316 -2.6234 -3.3285 -0.20 -0.79 -1.30
N -6.1887 -1.8635 -1.2624 -0.31 0.48 0.42
H -7.9447 2.0611 -1.7670 -0.29 0.01 -0.03
H -6.7414 2.6039 -2.9500 0.22 -0.24 -0.26
H -6.3301 2.4973 -1.1991 -0.24 0.76 -0.22
H -8.0374 -0.2036 -2.3603 -0.60 -0.55 -0.08
H -7.1391 0.2589 -3.7683 0.24 -0.36 -0.52
H -5.3346 -1.4719 -3.0242 -0.05 -0.03 -0.67
H -8.1472 -2.7408 -2.9505 -0.06 0.23 0.15
H -6.6293 -3.5816 -3.1956 0.02 -0.02 -0.05
H -7.1875 -2.4076 -4.3954 -0.17 -0.23 -0.15
H -6.1546 -0.9024 -0.9537 0.69 0.05 1.41
H -7.1021 -2.1488 -0.9393 -0.29 -0.42 0.36
C 5.3163 -4.3074 2.3652 0.55 0.97 -0.09
O 5.3906 -5.6967 2.0827 -0.11 0.18 0.28
C 4.1032 -6.2943 1.9164 -0.38 0.08 0.91
C 4.0078 -7.8392 2.2268 0.53 1.37 -0.15
C 4.4070 -8.1274 3.6483 -0.39 -0.17 0.63
N 4.8136 -8.6786 1.3860 -0.04 -0.26 -0.64
H 4.8812 -3.6726 1.5934 -0.21 -0.47 -0.67
H 6.2998 -3.8662 2.5268 0.43 -0.67 -0.31
H 4.8086 -3.9419 3.2578 -0.60 -1.05 0.52
H 3.4674 -5.7830 2.6392 -0.48 -0.11 0.17
H 3.6913 -6.0366 0.9407 0.11 -0.23 -0.39
H 2.9698 -8.1093 2.0328 -0.19 0.10 0.15
H 5.3579 -7.6429 3.8698 0.00 -0.02 0.12
H 4.4993 -9.2033 3.7966 0.16 -0.01 -0.12
H 3.6467 -7.8099 4.3620 0.09 0.33 0.04
H 5.7942 -8.5330 1.5790 0.16 0.11 -0.18
H 4.6126 -8.4361 0.4264 0.38 -0.15 -0.29
C 4.9529 1.9063 -5.3375 0.18 -0.07 0.67
O 5.8584 1.5481 -4.2941 -0.59 0.13 0.86
C 5.2972 1.6478 -2.9520 0.93 0.30 -0.07
C 4.8488 3.0464 -2.4824 1.05 0.49 -0.29
C 5.9180 4.1244 -2.7806 -0.73 -0.20 -1.34
N 4.7161 3.0614 -1.0455 0.08 -0.85 0.96
H 5.3137 1.5961 -6.3182 0.31 -0.41 0.27
H 4.8723 2.9910 -5.4085 -0.47 0.12 0.19
H 4.0116 1.4034 -5.1159 -0.38 0.30 -0.35
H 4.4967 0.9430 -2.7272 -0.42 -0.26 -0.69
H 6.0939 1.3195 -2.2845 0.30 0.17 -0.13
H 3.8712 3.2494 -2.9197 0.07 0.44 -0.63
H 6.9069 3.8910 -2.3858 -0.30 -0.07 0.45
H 5.5531 5.1060 -2.4782 0.19 -0.01 0.41
H 6.0706 4.2223 -3.8554 -0.04 -0.09 -0.18
H 4.0887 2.3429 -0.7134 -0.16 -0.07 0.09
H 4.3880 3.9458 -0.6846 -0.03 0.09 -0.19
C -3.9564 2.3651 -8.0023 0.53 -0.50 -0.89
O -4.2527 1.3083 -8.9251 -0.22 0.60 0.43
C -3.0856 0.6556 -9.3707 -0.88 -1.70 -0.54
C -3.5101 -0.6916 -10.1168 0.04 0.31 2.66
C -4.4122 -1.5705 -9.1883 -0.85 0.49 -0.64
N -2.3211 -1.4923 -10.3680 0.50 0.01 -0.81
H -4.8768 2.7734 -7.5849 0.09 -0.16 -0.14
H -3.3775 3.1258 -8.5260 -0.20 0.45 -0.09
H -3.2733 2.0142 -7.2288 -0.22 -0.23 0.40
H -2.5032 1.2529 -10.0722 0.17 0.24 0.08
H -2.5040 0.3789 -8.4913 0.46 -0.06 -0.03
H -4.0233 -0.4016 -11.0336 -0.01 -0.21 0.01
H -5.1843 -1.0445 -8.6268 -0.05 0.31 -0.30
H -3.8971 -2.1646 -8.4334 0.63 0.23 -0.12
H -4.9081 -2.2904 -9.8395 -0.16 -0.14 0.05
H -2.4110 -2.0218 -11.2234 0.04 0.21 -0.34
H -2.2512 -2.2221 -9.6733 0.16 0.16 0.29
C -5.8946 0.8854 5.2332 0.74 0.72 -0.18
O -5.2538 0.8196 6.4970 -0.51 -1.02 0.02
C -5.8720 -0.1958 7.3042 0.64 1.12 1.63
C -5.1483 -0.2202 8.7135 0.36 -0.24 -0.29
C -3.7998 -0.8821 8.6776 1.11 -1.06 -1.01
N -5.9313 -0.9475 9.7314 -0.73 0.42 -0.60
H -6.9476 1.1619 5.2881 -0.21 -0.19 0.26
H -5.7665 -0.0171 4.6356 -0.10 -0.32 0.16
H -5.3942 1.6846 4.6863 0.02 0.04 0.00
H -6.8793 0.1552 7.5280 -0.45 -0.23 -0.14
H -5.9168 -1.1581 6.7942 0.20 -0.15 0.06
H -4.9947 0.8206 8.9984 -0.20 0.32 -0.16
H -3.1290 -0.5256 7.8959 -0.17 0.49 -0.09
H -3.9135 -1.9372 8.4284 -0.31 -0.20 0.01
H -3.1899 -0.9068 9.5807 -0.44 0.48 0.38
H -6.8302 -0.4912 9.7931 -0.50 -0.09 -0.09
H -5.5599 -0.7819 10.6559 0.55 -0.10 0.05
C 0.4206 5.9683 -7.4808 0.13 0.42 -0.16
O 0.1788 6.0106 -6.0994 0.06 0.45 0.16
C -0.3244 7.2377 -5.5741 0.59 -1.08 1.55
C -0.0403 7.1658 -4.0295 -0.01 -0.47 -0.98
C -0.7885 6.0739 -3.2931 -0.84 -1.12 -0.75
N -0.2143 8.4694 -3.4944 -0.67 1.93 1.23
H 0.8153 4.9810 -7.7207 -0.42 -0.05 -0.03
H 1.1797 6.6768 -7.8121 0.31 0.29 0.26
H -0.4672 6.2431 -8.0503 -0.30 -0.42 -0.16
H 0.1604 8.1454 -5.9334 0.32 -0.14 -0.35
H -1.3946 7.3246 -5.7621 -0.28 -0.02 -0.05
H 1.0262 6.9843 -3.8968 0.14 -0.38 -0.39
H -0.6697 5.1107 -3.7894 0.67 -0.15 0.00
H -1.8732 6.1403 -3.3778 -0.25 0.75 0.20
H -0.5380 5.9315 -2.2419 0.22 0.33 -0.03
H -1.0875 8.9319 -3.7031 -0.34 -0.15 -0.94
H -0.3470 8.4255 -2.4941 0.67 -0.22 0.47
C -3.1729 -6.3162 3.8931 -0.20 0.56 -0.74
O -2.8488 -6.6337 2.5310 0.00 -0.38 0.80
C -2.9900 -8.0272 2.2057 -0.78 0.75 -1.18
C -4.4744 -8.3915 1.9357 0.36 -0.42 0.95
C -4.6274 -9.8668 1.5832 -0.24 0.29 0.32
N -5.2206 -7.6070 0.9677 0.79 0.23 -0.22
H -3.1360 -5.2361 4.0346 0.55 0.12 -0.38
H -2.4627 -6.7647 4.5878 -0.25 -0.30 0.10
H -4.2267 -6.4904 4.1104 0.03 -0.79 0.24
H -2.4326 -8.1505 1.2772 0.13 0.04 -0.13
H -2.5439 -8.7188 2.9203 -0.05 0.19 0.47
H -4.9795 -8.1736 2.8767 -0.14 -0.41 0.29
H -4.1448 -10.1200 0.6392 0.07 0.12 -0.12
H -5.6997 -10.0323 1.4789 0.07 -0.34 -0.02
H -4.2131 -10.5206 2.3507 -0.08 -0.01 0.04
H -4.9529 -6.6438 1.1118 -0.16 0.45 0.05
H -4.8395 -7.8225 0.0575 -0.07 -0.08 -0.48
C -1.5581 -7.0977 -8.6372 -0.22 -0.46 0.36
O -0.7125 -6.0416 -8.1953 -0.48 -0.35 -1.44
C -0.1719 -6.2628 -6.9077 -1.27 0.80 0.00
C 0.6168 -5.0060 -6.5244 0.36 -1.50 -0.69
C 1.8523 -4.9223 -7.3747 0.58 -0.06 -1.07
N 1.0672 -5.1382 -5.1661 -0.02 0.26 0.83
H -2.4976 -7.2022 -8.0945 0.09 0.20 1.00
H -1.0399 -8.0543 -8.5695 0.11 -0.14 -0.04
H -1.9961 -7.0272 -9.6328 1.00 0.79 -0.44
H -1.0568 -6.3148 -6.2735 0.05 -0.34 0.73
H 0.3804 -7.2007 -6.8489 0.33 0.05 0.03
H -0.0263 -4.1587 -6.7623 -0.15 0.25 0.22
H 1.5879 -4.8994 -8.4319 -0.08 0.63 -0.03
H 2.5049 -5.7950 -7.3488 -0.17 -0.28 0.68
H 2.4767 -4.0783 -7.0817 -0.08 0.23 -0.26
H 1.6621 -4.3509 -4.9508 0.24 0.01 0.13
H 0.3251 -5.1038 -4.4819 -0.30 -0.07 -0.01
C 0.2163 0.9407 2.8012 0.65 -0.64 -1.02
O 0.4727 0.1269 1.6376 -1.14 -0.10 -0.22
C -0.4820 -0.9434 1.3573 0.89 0.89 0.86
C -0.2940 -1.4818 -0.0690 -0.62 1.15 -0.60
C -0.6855 -0.3410 -1.0768 1.68 -0.40 0.55
N -1.1464 -2.6153 -0.3518 -0.23 -0.35 0.66
H 0.9870 1.7088 2.7380 -0.15 0.09 0.18
H 0.3738 0.3741 3.7189 -0.17 -0.12 0.13
H -0.7684 1.4080 2.7936 -0.14 -0.10 -0.08
H -0.3370 -1.6518 2.1730 0.18 -0.78 -0.26
H -1.5231 -0.6459 1.4828 -0.22 0.62 -0.16
H 0.7277 -1.8450 -0.1800 0.19 0.44 -0.21
H 0.0942 0.4123 -0.9634 -0.34 0.46 0.14
H -1.6715 0.0729 -0.8660 0.04 -0.05 0.11
H -0.6156 -0.6156 -2.1294 -0.22 -0.51 0.13
H -2.1063 -2.3055 -0.2997 -0.41 0.08 -0.26
H -1.0634 -3.2170 0.4551 0.00 -0.72 0.03
C -1.3975 9.5153 2.2462 0.02 0.20 -0.87
O -0.0239 9.7094 1.8745 -1.41 0.60 -0.97
C 0.8685 9.1162 2.7258 1.45 -0.26 1.91
C 2.3370 9.5062 2.4742 0.40 2.26 0.09
C 2.5651 11.0657 2.2213 -1.36 -0.92 0.77
N 2.8130 8.8249 1.3170 0.17 -0.70 -1.15
H -1.6288 8.5569 2.7109 0.46 -0.19 0.09
H -1.9755 9.5571 1.3230 0.07 -0.02 -0.08
H -1.8049 10.3061 2.8761 0.43 0.17 0.29
H 0.6189 9.3959 3.7493 0.01 -0.06 0.39
H 0.8071 8.0309 2.6449 0.00 -0.35 0.08
H 3.0428 9.2443 3.2625 -0.72 -0.28 0.71
H 1.9936 11.6516 2.9412 -0.16 0.14 -0.03
H 2.1641 11.2413 1.2230 0.14 0.41 0.03
H 3.5933 11.4119 2.3268 0.13 -0.47 -0.25
H 3.4741 9.4661 0.9024 0.37 -0.37 -0.47
H 2.0296 8.8103 0.6798 0.00 -0.18 -0.56
C 3.1972 -2.9026 9.0205 -0.75 0.31 0.32
C 4.3200 -3.5592 9.8456 -0.78 0.60 -0.61
C 5.4971 -2.6665 10.0369 1.16 -0.15 -0.30
O 3.9255 -3.9762 11.1473 -0.41 -0.19 -0.53
H 3.4204 -2.7507 7.9645 0.60 -0.04 0.05
H 2.8679 -1.9388 9.4088 0.22 0.12 0.22
H 2.2869 -3.5011 8.9846 0.00 -0.38 0.27
H 4.5847 -4.4143 9.2236 0.50 -0.37 0.24
H 6.3002 -3.2565 10.4786 0.12 -0.02 0.00
H 5.3688 -1.8142 10.7040 -0.52 0.01 -0.18
H 5.8437 -2.3414 9.0559 0.09 0.27 0.06
H 3.2907 -4.6767 10.9799 -0.23 -0.15 0.45
```
Positions in Å, forces in eV/Å.

Properties
structure (SMILES): COC[C@H](C)N.COC[C@H](C)N.COC[C@H](C)N.COC[C@H](C)N.COC[C@H](C)N.COC[C@H](C)N.COC[C@H](C)N.COC[C@H](C)N.COC[C@H](C)N.COC[C@H](C)N.COC[C@H](C)N.CC(C)O
total charge: 0
DFT total energy: -3372.931079 Eh
relative energy (zero: lowest compared OMol25 entry of this formula, charge and spin): 1.736 eV